[1]
C2H2OS2 in the gas phase in a non-equilibrium geometry, computed with ωB97M-V/def2-TZVPD.

CARTESIAN COORDINATES (ANGSTROEM)
O (-0.985, -1.580, -0.372)
C (-0.093, -1.164, 0.302)
C (0.256, 0.300, 0.103)
S (1.669, 0.741, 0.737)
S (-0.956, 1.117, -0.872)
H (0.479, -1.809, 0.945)
H (-0.369, 2.394, -0.843)

Its spin multiplicity is 1. The SMILES is O=CC(=S)S. As for the charge: 0. The relative energy (zero: lowest compared OMol25 entry of this formula, charge and spin) is 14.59 kcal/mol. Its HOMO energy is -0.341 Eh.



[2]
A molecular structure, C17H25BBr30ClNO2S in a non-equilibrium geometry, computed with ωB97M-V/def2-TZVPD.

CARTESIAN COORDINATES (ANGSTROEM)
C (2.922, -0.564, 1.146)
C (2.503, -0.390, -0.351)
N (1.858, -1.368, -0.891)
C (2.852, 0.855, -1.219)
B (2.001, 2.190, -0.892)
C (0.428, 2.270, -0.530)
C (0.041, 1.685, 0.889)
C (-0.709, 0.306, 0.884)
C (-1.911, 0.195, -0.130)
S (-2.572, -1.550, -0.015)
O (-2.278, -2.232, -1.315)
O (-1.876, -2.311, 1.073)
Cl (-4.617, -1.433, 0.308)
H (2.453, -1.475, 1.601)
H (4.032, -0.711, 1.266)
H (2.654, 0.291, 1.794)
H (1.703, -2.115, -0.205)
H (3.939, 1.092, -1.081)
H (2.755, 0.525, -2.291)
H (2.596, 3.225, -0.969)
H (-0.143, 1.835, -1.385)
H (0.158, 3.363, -0.504)
H (0.990, 1.644, 1.484)
H (-0.607, 2.421, 1.437)
H (-0.051, -0.580, 0.742)
H (-1.163, 0.192, 1.921)
H (-2.698, 0.922, 0.200)
H (-1.638, 0.321, -1.203)
C (1.312, 0.123, 4.835)
Br (1.101, -0.518, 6.652)
Br (3.154, 0.053, 4.243)
Br (0.139, -0.799, 3.602)
H (1.023, 1.168, 4.833)
C (5.395, 0.403, -5.105)
Br (5.726, 2.207, -5.727)
Br (6.079, 0.123, -3.316)
Br (3.524, -0.072, -5.242)
H (5.941, -0.265, -5.761)
C (1.275, 3.375, 7.719)
Br (3.113, 2.888, 7.359)
Br (1.149, 5.043, 8.692)
Br (0.217, 3.413, 6.098)
H (0.857, 2.602, 8.354)
C (-7.544, -3.558, 1.134)
Br (-7.337, -3.644, 3.056)
Br (-8.284, -5.195, 0.416)
Br (-8.574, -2.009, 0.593)
H (-6.552, -3.445, 0.711)
C (2.925, -4.439, 3.324)
Br (1.427, -4.291, 2.105)
Br (4.616, -4.158, 2.424)
Br (2.722, -3.266, 4.852)
H (2.929, -5.456, 3.701)
C (2.686, 5.223, 2.881)
Br (3.479, 6.251, 4.316)
Br (2.697, 3.327, 3.271)
Br (0.908, 5.851, 2.441)
H (3.304, 5.371, 2.002)
C (-1.081, -1.695, -5.177)
Br (-0.159, -1.461, -3.490)
Br (-2.406, -3.101, -5.071)
Br (-1.838, -0.037, -5.828)
H (-0.341, -2.009, -5.903)
C (2.019, -4.664, -4.226)
Br (1.977, -3.378, -5.673)
Br (2.800, -6.343, -4.790)
Br (2.888, -3.955, -2.650)
H (0.989, -4.867, -3.953)
C (-7.674, -1.179, -3.034)
Br (-8.564, 0.391, -3.738)
Br (-8.798, -2.750, -3.139)
Br (-5.953, -1.468, -3.866)
H (-7.489, -0.993, -1.981)
C (-1.807, 4.592, -2.670)
Br (-0.635, 3.478, -3.735)
Br (-2.876, 5.767, -3.775)
Br (-2.907, 3.543, -1.469)
H (-1.175, 5.222, -2.054)

Its spin multiplicity is 1. As for the charge: 0. Its HOMO energy is -0.353 Eh.



[3]
3 unconnected molecules or ions with the total composition C2H3F3Si in a non-equilibrium geometry, computed with ωB97M-V/def2-TZVPD.

CARTESIAN COORDINATES (ANGSTROEM)
C (-0.118, -1.241, 1.642)
C (-0.048, -0.724, 0.573)
F (1.633, -3.542, -0.737)
F (-0.441, -4.300, -2.020)
F (1.863, -3.839, -3.036)
Si (0.733, -3.312, -2.022)
H (-0.190, -1.791, 2.535)
H (0.374, -1.829, -3.346)
H (0.089, -0.045, -0.275)

Its spin multiplicity is 1. As for the charge: 0. The relative energy (zero: lowest compared OMol25 entry of this formula, charge and spin) is 90.53 kcal/mol. Its HOMO energy is -0.410 Eh.



[4]
C3H6ClFS in the gas phase in a non-equilibrium geometry, computed with ωB97M-V/def2-TZVPD.

CARTESIAN COORDINATES (ANGSTROEM)
F (0.297, -0.584, -1.930)
C (-0.071, -1.314, -0.773)
C (-0.380, -0.369, 0.344)
S (-2.087, 0.064, 0.265)
C (0.307, 0.929, 0.428)
Cl (2.029, 0.665, 0.715)
H (0.707, -1.994, -0.482)
H (-0.957, -1.825, -0.983)
H (-0.095, -0.863, 1.365)
H (-2.621, -1.121, 0.284)
H (0.081, 1.644, -0.466)
H (-0.029, 1.616, 1.265)

Its spin multiplicity is 1. The SMILES is FC[C@H](S)CCl. As for the charge: 0. The relative energy (zero: lowest compared OMol25 entry of this formula, charge and spin) is 17.43 kcal/mol. Its HOMO energy is -0.351 Eh.



| no. | frontier orbital gap (eV) |
| --- | --- |
| 1 | 8.0 |
| 2 | 8.9 |
| 3 | 10.4 |
| 4 | 10.2 |